Here is the molecule C4H7NO from the Open Molecules 2025 dataset. Energies are from wB97M-V/def2-TZVPD.

Results
* HOMO (alpha / beta): -7.16 / -7.16 eV
* total charge: 0
* E_LUMO (alpha / beta): 0.0166 / 0.0167 hartree
* ΔE to the lowest compared entry with this formula, charge and spin: 474.22 kJ/mol
* energy: -7794.729 eV
* multiplicity: 1

Each line ends with the Mulliken charge.
Positions of all 13 atoms, in Å:
C (-1.63, 0.40, -0.20)  -0.93
N (-0.32, -0.26, -0.21)  0.23
C (-0.25, -1.56, -0.10)  -0.28
C (1.91, 0.64, 0.34)  -0.27
C (0.74, 0.58, -0.53)  -0.29
O (0.93, 1.69, 0.35)  -0.38
H (-1.63, 1.11, 0.63)  0.31
H (-1.76, 0.94, -1.13)  0.34
H (-2.42, -0.34, -0.06)  0.32
H (-1.14, -2.17, -0.22)  0.20
H (0.73, -2.02, -0.03)  0.27
H (1.96, 0.06, 1.26)  0.26
H (2.88, 0.91, -0.09)  0.22